74
Properties=species:S:1:pos:R:3 method="wB97M-V/def2-TZVPD" molar_mass_g_mol=508.65 homo_lumo_gap_ev=6.126 charge=+1
C 3.344 5.624 -1.270
C 3.117 4.145 -1.173
C 3.436 3.478 0.016
C 3.244 2.100 0.148
C 3.594 1.419 1.433
C 2.660 1.395 -0.920
N 2.354 0.003 -0.776
C 1.128 -0.557 -0.721
N 1.295 -1.898 -0.559
C 0.251 -2.859 -0.480
C -0.709 -2.917 -1.507
C -0.576 -2.022 -2.697
C -1.775 -3.807 -1.396
C -1.877 -4.679 -0.309
C -3.031 -5.630 -0.257
C -0.897 -4.638 0.690
C 0.188 -3.756 0.608
C 1.216 -3.707 1.692
C 2.701 -2.313 -0.774
C 3.422 -1.014 -0.998
C 2.392 2.036 -2.141
C 1.874 1.244 -3.303
C 2.594 3.416 -2.244
H 3.048 5.995 -2.261
H 2.764 6.165 -0.507
H 4.403 5.874 -1.108
H 3.824 4.051 0.860
H 3.381 0.348 1.393
H 4.655 1.550 1.682
H 3.013 1.856 2.254
H -1.369 -2.268 -3.409
H -0.687 -0.970 -2.402
H 0.390 -2.135 -3.218
H -2.545 -3.821 -2.170
H -3.009 -6.227 0.664
H -3.989 -5.087 -0.301
H -3.018 -6.320 -1.116
H -0.979 -5.296 1.562
H 0.934 -4.432 2.463
H 2.226 -3.975 1.346
H 1.265 -2.716 2.169
H 3.078 -2.847 0.105
H 2.768 -2.935 -1.682
H 3.770 -0.948 -2.046
H 4.247 -0.865 -0.291
H 1.745 1.921 -4.152
H 2.561 0.440 -3.619
H 0.897 0.791 -3.079
H 2.335 3.919 -3.180
C -1.642 3.114 -1.812
N -2.123 2.605 -0.519
C -2.740 3.598 0.378
C -1.771 1.390 -0.109
C -2.308 0.801 1.090
C -3.633 1.067 1.534
C -4.071 0.621 2.776
C -3.222 -0.156 3.559
C -3.696 -0.597 4.929
F -3.097 -1.759 5.332
F -3.418 0.344 5.882
F -5.047 -0.819 4.984
C -1.946 -0.510 3.116
C -1.501 -0.053 1.880
H -1.924 4.170 -1.873
H -0.548 3.014 -1.887
H -2.094 2.571 -2.658
H -2.542 4.577 -0.072
H -3.827 3.463 0.467
H -2.290 3.545 1.378
H -0.948 0.909 -0.647
H -4.340 1.609 0.900
H -5.084 0.856 3.112
H -1.326 -1.151 3.740
H -0.512 -0.341 1.499

***

81
Properties=species:S:1:pos:R:3 method="wB97M-V/def2-TZVPD" molar_mass_g_mol=773.19 spin_multiplicity=2 homo_lumo_gap_ev="7.466 / 7.647" charge=-1
V -0.080 0.427 1.123
C -1.725 -2.482 -3.527
C -2.475 -2.044 -2.266
C -3.820 -2.775 -2.206
C -2.669 -0.541 -2.223
C -3.202 0.070 -3.350
C -3.400 1.438 -3.416
C -3.081 2.216 -2.322
C -2.565 1.648 -1.162
C -2.323 2.552 0.034
C -1.337 3.683 -0.262
C -3.649 3.100 0.567
C -2.333 0.260 -1.106
N -1.687 -0.295 0.040
C -2.409 -1.168 0.806
O -3.582 -1.487 0.694
C -1.515 -1.901 1.787
C -1.744 -3.126 2.385
C -0.666 -3.762 2.994
C 0.620 -3.230 2.934
C 0.772 -2.004 2.318
N -0.299 -1.381 1.851
C 2.049 -1.366 1.813
O 3.133 -1.865 2.081
N 1.788 -0.347 0.944
C 2.890 0.000 0.095
C 3.150 -0.856 -0.987
C 4.189 -0.564 -1.860
C 4.971 0.562 -1.683
C 4.729 1.382 -0.597
C 3.715 1.116 0.320
C 3.616 2.079 1.494
C 3.476 1.432 2.872
C 2.579 3.177 1.218
C 2.362 -2.132 -1.207
C 1.811 -2.218 -2.627
C 3.221 -3.355 -0.875
H -1.446 -3.536 -3.452
H -0.824 -1.895 -3.682
H -2.354 -2.374 -4.413
H -1.876 -2.334 -1.401
H -4.413 -2.536 -3.093
H -4.377 -2.488 -1.321
H -3.663 -3.857 -2.192
H -3.462 -0.542 -4.205
H -3.804 1.891 -4.313
H -3.250 3.286 -2.357
H -1.933 1.942 0.839
H -1.752 4.392 -0.982
H -0.400 3.304 -0.677
H -1.103 4.240 0.648
H -4.163 3.680 -0.203
H -3.488 3.758 1.425
H -4.298 2.280 0.873
H -2.727 -3.572 2.339
H -0.820 -4.722 3.470
H 1.484 -3.758 3.312
H 4.393 -1.232 -2.687
H 5.777 0.785 -2.370
H 5.362 2.246 -0.430
H 4.588 2.585 1.508
H 2.477 1.048 3.052
H 3.676 2.183 3.639
H 4.193 0.619 2.987
H 1.627 2.763 0.886
H 2.940 3.849 0.436
H 2.378 3.757 2.120
H 1.508 -2.129 -0.528
H 2.612 -2.294 -3.364
H 1.215 -1.334 -2.866
H 1.178 -3.099 -2.734
H 4.070 -3.424 -1.559
H 2.635 -4.271 -0.973
H 3.604 -3.289 0.143
F -2.357 4.665 3.483
Te -1.642 2.822 3.536
F -0.982 1.689 4.908
F -0.127 3.829 4.142
F -2.043 0.634 2.525
F -3.193 2.665 4.628
O 0.270 1.530 2.210

***

81
Properties=species:S:1:pos:R:3 method="wB97M-V/def2-TZVPD" molar_mass_g_mol=773.19 spin_multiplicity=2 homo_lumo_gap_ev="8.062 / 8.398" charge=-1
V -0.125 0.074 -0.153
C 1.133 -3.180 0.845
C 2.397 -2.316 0.751
C 3.558 -2.963 1.506
C 2.743 -2.027 -0.698
C 3.290 -3.033 -1.490
C 3.586 -2.809 -2.822
C 3.320 -1.571 -3.383
C 2.757 -0.546 -2.634
C 2.394 0.760 -3.311
C 3.626 1.451 -3.892
C 1.314 0.531 -4.371
C 2.483 -0.780 -1.280
N 1.856 0.234 -0.498
C 2.580 1.343 -0.197
O 3.742 1.585 -0.486
C 1.752 2.322 0.613
C 2.049 3.627 0.964
C 1.111 4.311 1.735
C -0.065 3.695 2.155
C -0.265 2.384 1.759
N 0.628 1.772 1.016
C -1.378 1.437 2.173
O -2.183 1.764 3.028
N -1.256 0.220 1.565
C -1.808 -0.896 2.258
C -1.208 -1.319 3.458
C -1.719 -2.437 4.107
C -2.791 -3.145 3.589
C -3.383 -2.710 2.418
C -2.918 -1.583 1.747
C -3.675 -1.089 0.529
C -3.708 -2.128 -0.591
C -5.090 -0.648 0.908
C -0.042 -0.583 4.093
C -0.491 0.153 5.358
C 1.135 -1.511 4.398
H 0.821 -3.318 1.883
H 1.311 -4.164 0.402
H 0.298 -2.734 0.296
H 2.190 -1.358 1.234
H 3.815 -3.936 1.081
H 3.293 -3.126 2.553
H 4.448 -2.333 1.468
H 3.482 -4.008 -1.057
H 4.014 -3.601 -3.426
H 3.534 -1.403 -4.433
H 1.961 1.423 -2.563
H 4.089 0.842 -4.674
H 4.366 1.633 -3.112
H 3.348 2.409 -4.339
H 1.678 -0.124 -5.168
H 1.018 1.480 -4.822
H 0.426 0.080 -3.930
H 2.980 4.075 0.644
H 1.305 5.337 2.021
H -0.801 4.194 2.768
H -1.266 -2.761 5.037
H -3.170 -4.019 4.105
H -4.239 -3.242 2.019
H -3.144 -0.202 0.183
H -4.263 -3.014 -0.270
H -2.705 -2.427 -0.889
H -4.216 -1.723 -1.471
H -5.697 -1.506 1.211
H -5.574 -0.167 0.057
H -5.068 0.064 1.734
H 0.323 0.159 3.382
H -0.828 -0.562 6.114
H -1.312 0.835 5.139
H 0.337 0.727 5.782
H 0.875 -2.257 5.152
H 1.980 -0.934 4.781
H 1.463 -2.037 3.503
F -4.474 1.592 -1.126
Te -2.930 1.111 -2.208
F -1.913 0.914 -3.824
F -4.212 0.142 -3.178
F -0.699 1.610 -1.127
F -3.209 2.822 -2.896
O -0.741 -0.929 -1.235

***

86
Properties=species:S:1:pos:R:3 method="wB97M-V/def2-TZVPD" molar_mass_g_mol=805.12 homo_lumo_gap_ev=1.591 charge=+4
Ti 1.250 -1.942 -0.064
C -4.765 -1.960 2.977
C -3.443 -2.409 3.588
C -2.244 -1.974 2.747
C -0.915 -2.329 3.413
Ge 0.706 -1.527 2.727
C 0.948 0.418 2.584
C 1.056 0.546 4.108
C 1.549 1.988 4.455
C 1.647 2.151 5.967
H -5.608 -2.350 3.544
H -4.872 -2.318 1.950
H -4.849 -0.872 2.975
H -3.428 -3.497 3.696
H -3.337 -1.998 4.595
H -2.310 -0.894 2.564
H -2.307 -2.474 1.773
H -0.747 -3.408 3.442
H -0.899 -2.005 4.463
H 1.983 -2.239 3.201
H 0.071 0.904 2.164
H 1.864 0.676 2.059
H 1.799 -0.136 4.547
H 0.092 0.383 4.595
H 0.841 2.695 4.021
H 2.518 2.139 3.977
H 0.705 1.919 6.464
H 1.894 3.187 6.199
H 2.429 1.523 6.392
O 0.934 -2.626 -3.640
C 0.959 -2.372 -2.557
F 3.042 -3.351 -0.800
C 4.212 -2.601 -1.099
F 4.090 -2.279 -2.368
F 5.230 -3.374 -0.893
C 4.133 -1.352 -0.175
O 2.766 -1.013 -0.137
C 4.579 -1.696 1.275
F 3.909 -2.815 1.651
F 4.204 -0.732 2.110
F 5.864 -1.905 1.351
C 4.952 -0.162 -0.770
F 5.152 0.763 0.154
F 6.101 -0.614 -1.228
F 4.244 0.381 -1.765
C -0.326 -6.487 0.646
C -1.014 -5.628 -0.206
C -0.573 -4.334 -0.340
N 0.510 -3.862 0.327
C 1.175 -4.709 1.157
C 0.782 -6.014 1.340
H -0.647 -7.514 0.762
H -1.878 -5.962 -0.764
H -1.089 -3.645 -1.000
H 2.051 -4.321 1.662
H 1.345 -6.654 2.006
C -2.924 5.048 -7.741
C -2.568 4.911 -6.316
C -3.280 5.616 -5.307
C -2.905 5.530 -4.005
C -1.782 4.726 -3.631
N -1.418 4.763 -2.318
C -0.195 4.360 -1.715
O 0.456 5.146 -1.103
N 0.266 3.034 -1.914
C -0.358 1.874 -1.455
C -1.740 1.686 -1.378
C -2.244 0.493 -0.889
C -1.380 -0.504 -0.483
N -0.045 -0.336 -0.553
C 0.456 0.822 -1.033
C -1.078 3.987 -4.621
C -1.463 4.092 -5.921
H -3.911 5.479 -7.889
H -2.840 4.096 -8.270
H -2.193 5.717 -8.220
H -4.120 6.238 -5.590
H -3.438 6.086 -3.242
H -1.808 5.544 -1.797
H 1.263 3.048 -1.733
H -2.423 2.464 -1.691
H -3.312 0.335 -0.821
H -1.751 -1.437 -0.082
H 1.535 0.908 -1.071
H -0.218 3.391 -4.350
H -0.913 3.564 -6.690

***

77
Properties=species:S:1:pos:R:3 method="wB97M-V/def2-TZVPD" molar_mass_g_mol=769.10 spin_multiplicity=2 homo_lumo_gap_ev="4.101 / 6.812"
Ir -0.771 0.346 0.724
S 0.254 4.608 1.563
C 0.785 3.681 2.919
C 0.527 2.354 2.771
C -0.093 2.016 1.524
C -0.354 3.179 0.787
C -1.154 3.143 -0.381
C -1.702 4.265 -1.032
C -2.565 4.091 -2.082
C -2.895 2.770 -2.497
C -2.330 1.717 -1.835
N -1.461 1.852 -0.806
H 1.256 4.172 3.756
H 0.762 1.632 3.538
H -1.458 5.259 -0.676
H -3.003 4.949 -2.576
H -3.578 2.588 -3.315
H -2.551 0.698 -2.134
C 1.146 -2.003 -3.217
Si 0.442 -1.742 -1.515
C -1.418 -1.807 -1.512
C 1.184 -2.908 -0.280
C 1.747 -4.078 -0.808
C 2.318 -5.037 0.010
C 2.353 -4.819 1.380
C 1.802 -3.662 1.910
C 1.190 -2.687 1.113
Si 0.549 -1.125 2.048
C -0.225 -1.792 3.652
C 2.248 -0.439 2.630
H 0.746 -2.924 -3.644
H 2.235 -2.092 -3.187
H 0.880 -1.182 -3.884
H -1.750 -2.827 -1.306
H -1.843 -1.485 -2.465
H -1.880 -1.176 -0.734
H 1.741 -4.251 -1.880
H 2.739 -5.938 -0.416
H 2.811 -5.549 2.035
H 1.852 -3.514 2.983
H 0.490 -2.312 4.296
H -1.043 -2.489 3.453
H -0.633 -0.953 4.221
H 2.424 -0.721 3.672
H 2.340 0.641 2.558
H 3.059 -0.879 2.041
F -5.799 -3.217 -0.729
C -5.020 -2.315 -0.088
C -5.073 -0.991 -0.474
C -4.268 -0.077 0.188
C -3.408 -0.467 1.220
C -2.490 0.526 1.847
C -3.406 -1.816 1.586
C -4.205 -2.747 0.939
H -5.738 -0.691 -1.274
H -4.302 0.967 -0.101
H -2.325 0.356 2.910
H -2.873 1.539 1.705
H -2.756 -2.138 2.390
H -4.208 -3.791 1.224
O 0.718 1.161 -2.765
C 1.124 0.970 -1.569
O 0.886 -0.132 -0.989
C 2.033 1.989 -0.980
N 2.487 2.813 -2.113
C 3.824 2.281 -2.441
C 4.458 1.945 -1.092
C 3.277 1.392 -0.275
H 1.433 2.600 -0.291
H 2.558 3.777 -1.814
H 1.146 2.040 -3.018
H 4.381 2.992 -3.047
H 3.692 1.368 -3.030
H 4.842 2.858 -0.633
H 5.282 1.238 -1.171
H 3.310 1.697 0.767
H 3.249 0.303 -0.288

***

77
Properties=species:S:1:pos:R:3 method="wB97M-V/def2-TZVPD" molar_mass_g_mol=548.66 homo_lumo_gap_ev=7.539
C 0.048 0.636 4.873
C -1.235 -0.350 5.010
C -2.038 -0.480 3.591
C -2.739 0.918 3.230
C -2.967 1.181 1.659
C -1.522 1.095 0.930
N -1.178 -0.167 0.348
C 0.139 -0.187 -0.242
C 0.612 -1.572 -0.864
C 2.030 -1.771 -1.499
C 2.994 -0.510 -1.477
C 4.483 -0.593 -2.058
C 5.598 -0.289 -0.928
C 5.234 -0.872 0.533
C 2.521 0.869 -0.889
C 1.052 1.058 -0.234
N 0.745 2.389 0.300
C -0.563 2.329 0.870
C -1.115 3.707 1.534
C 0.029 4.831 1.667
C 1.185 4.434 2.737
F 1.274 5.501 3.739
H 0.828 0.411 5.698
H 0.609 0.464 3.874
H -0.239 1.741 4.931
H -1.923 -0.067 5.877
H -0.791 -1.406 5.190
H -2.810 -1.340 3.689
H -1.260 -0.843 2.836
H -3.797 0.891 3.710
H -2.206 1.818 3.692
H -3.423 2.232 1.525
H -3.676 0.388 1.199
H -0.123 -2.459 -0.829
H 2.297 -2.791 -1.930
H 4.581 0.253 -2.840
H 4.634 -1.636 -2.537
H 6.617 -0.753 -1.227
H 5.673 0.863 -0.809
H 4.699 -0.090 1.200
H 6.246 -1.067 1.069
H 4.667 -1.864 0.522
H 3.276 1.736 -0.949
H -1.953 4.121 0.843
H -1.632 3.503 2.542
H -0.490 5.779 2.078
H 0.497 5.115 0.651
H 1.011 3.416 3.229
H 2.189 4.428 2.167
O -1.045 4.003 -7.549
N -1.541 3.383 -6.618
O -2.661 2.891 -6.632
C -0.740 3.223 -5.401
C 0.526 3.799 -5.330
C 1.272 3.665 -4.163
C 0.757 2.956 -3.080
C -0.505 2.375 -3.163
C -1.260 2.506 -4.325
H 0.940 4.354 -6.164
H 2.257 4.115 -4.097
H 1.334 2.852 -2.167
H -0.902 1.822 -2.318
H -2.243 2.050 -4.373
O 0.447 -5.443 -0.841
N -0.596 -5.662 -1.446
O -0.736 -5.528 -2.654
C -1.754 -6.108 -0.669
C -1.646 -6.237 0.716
C -2.756 -6.639 1.452
C -3.959 -6.912 0.807
C -4.058 -6.792 -0.576
C -2.954 -6.388 -1.321
H -0.715 -6.027 1.230
H -2.684 -6.736 2.531
H -4.825 -7.220 1.387
H -4.997 -7.009 -1.073
H -3.046 -6.295 -2.398